Entry 1:
Formula: C10H18Cl2N2STl
Source: the OMol25 dataset
Level of theory: ωB97M-V/def2-TZVPD

Each line ends with the Löwdin charge.
Geometry (Å):
Tl1 2.379 -0.714 -0.810  0.65
Cl1 0.634 -2.845 -0.852  -0.27
Cl2 3.667 -1.395 1.751  0.06
C1 4.383 -0.546 -0.022  -0.70
H1 4.369 0.539 0.217  -0.09
H2 4.947 -0.427 -1.032  -0.06
C2 -0.900 0.846 -1.832  -0.23
C3 -0.002 0.087 -2.318  -0.30
H3 -0.643 1.682 -1.153  0.10
C4 -0.108 -0.878 -3.456  -0.24
H4 1.042 0.389 -1.979  -0.06
C5 -1.529 -0.812 -3.945  -0.20
H5 0.657 -0.771 -4.239  0.12
H6 0.104 -1.811 -2.909  0.00
C6 -2.562 -0.654 -2.780  -0.19
H7 -1.592 0.031 -4.629  0.11
H8 -1.778 -1.717 -4.468  0.09
C7 -2.367 0.692 -2.058  -0.22
H9 -3.600 -0.815 -3.132  0.10
H10 -2.346 -1.426 -2.022  0.11
H11 -2.795 1.521 -2.653  0.11
H12 -2.921 0.645 -1.103  0.09
S1 -0.712 -0.382 1.069  0.62
C8 -0.284 0.242 2.557  -0.86
N1 0.963 0.216 3.109  0.00
C9 1.028 0.787 4.451  -0.15
C10 -0.417 1.259 4.690  -0.17
N2 -1.082 0.878 3.463  -0.01
H13 1.753 -0.305 2.689  0.03
H14 1.754 1.617 4.494  0.11
H15 1.345 0.022 5.178  0.11
H16 -0.446 2.336 4.861  0.10
H17 -0.872 0.754 5.545  0.11
H18 -2.069 0.955 3.317  0.12

Kohn-Sham gap (spin up / spin down) = 5.2 / 5.2 eV
Maximum force = 4.88 eV Å⁻¹
DFT total energy = -1992.29568 hartree
Charge = -1
Energy above the lowest of the compared OMol25 structures with the same formula, charge and spin = 51.8 kcal per mole

***

Entry 2:
Formula: C10H18F6HfNO5S2Se2Te
Source: the OMol25 dataset
Level of theory: ωB97M-V/def2-TZVPD

Each line ends with the natural charge from an NBO analysis.
Geometry (Å):
Hf1 0.054 0.754 0.774  1.14
F1 2.760 4.396 0.760  -0.27
C1 1.525 4.081 1.084  0.77
F2 0.947 5.072 1.717  -0.27
F3 1.560 2.999 1.915  -0.29
S1 0.515 3.368 -0.325  2.23
O1 1.252 2.142 -0.569  -0.95
O2 0.229 4.221 -1.404  -0.83
N1 -0.741 2.956 0.546  -1.22
S2 -1.836 2.192 -0.289  2.16
O3 -2.669 1.513 0.638  -0.82
O4 -1.102 1.297 -1.163  -0.92
C2 -2.799 3.400 -1.335  0.79
F4 -2.324 3.413 -2.565  -0.27
F5 -2.687 4.602 -0.797  -0.28
F6 -4.069 3.037 -1.360  -0.27
C3 4.485 0.408 -0.514  -0.77
Se1 3.092 0.516 0.886  0.42
C4 3.382 -1.359 1.486  -0.56
C5 2.726 -2.373 0.571  -0.54
Se2 0.920 -1.875 -0.155  0.36
C6 1.336 -2.711 -1.920  -0.75
H1 5.461 0.442 -0.033  0.24
H2 4.363 1.259 -1.178  0.24
H3 4.361 -0.516 -1.074  0.22
H4 2.994 -1.419 2.503  0.25
H5 4.462 -1.519 1.508  0.24
H6 2.590 -3.316 1.105  0.25
H7 3.333 -2.551 -0.316  0.22
H8 1.656 -3.739 -1.752  0.24
H9 2.112 -2.138 -2.422  0.22
H10 0.430 -2.699 -2.521  0.23
Te1 0.415 -0.298 3.107  -0.33
C7 -3.531 -2.562 0.927  -0.43
C8 -3.643 -2.247 -0.562  -0.43
C9 -2.244 -1.731 -0.864  -0.07
O5 -1.782 -1.048 0.325  -0.59
C10 -2.665 -1.417 1.433  -0.07
H11 -3.025 -3.513 1.080  0.21
H12 -4.494 -2.589 1.426  0.24
H13 -4.388 -1.471 -0.732  0.21
H14 -3.890 -3.118 -1.162  0.24
H15 -2.198 -1.036 -1.706  0.20
H16 -1.565 -2.579 -1.042  0.18
H17 -3.269 -0.540 1.686  0.20
H18 -2.040 -1.701 2.282  0.22

Kohn-Sham gap = 7.2 eV
Maximum force = 4.66 eV Å⁻¹
DFT total energy = -7336.97858 hartree
Charge = +1
Energy above the lowest of the compared OMol25 structures with the same formula, charge and spin = 61.2 kcal per mole

***

Entry 3:
Formula: C10H18N2
Source: the OMol25 dataset
Level of theory: ωB97M-V/def2-TZVPD

Each line ends with the natural charge from an NBO analysis.
Geometry (Å):
C1 0.530 1.711 1.536  -0.44
N1 -0.169 0.488 1.082  -0.40
C2 -1.047 0.896 0.212  0.13
C3 -2.080 -0.078 -0.402  -0.13
C4 -1.894 -1.494 0.149  -0.60
C5 -3.416 0.296 0.217  -0.59
C6 -2.020 -0.214 -1.891  -0.59
H1 0.071 2.579 1.106  0.18
H2 0.575 1.754 2.723  0.19
H3 1.550 1.489 1.180  0.21
H4 -1.279 2.008 0.164  0.15
H5 -2.048 -1.360 1.192  0.21
H6 -2.487 -2.262 -0.346  0.20
H7 -0.925 -1.859 0.125  0.22
H8 -4.198 -0.286 -0.152  0.21
H9 -3.710 1.273 -0.044  0.20
H10 -3.215 0.097 1.335  0.21
H11 -0.959 -0.394 -2.248  0.22
H12 -2.288 0.711 -2.275  0.20
H13 -2.694 -1.039 -2.222  0.21
N2 2.350 1.239 -2.045  -0.62
C7 2.819 0.546 -1.188  0.44
C8 3.011 -0.299 -0.246  -0.27
C9 3.394 -0.529 1.149  -0.39
C10 3.373 -1.631 0.085  -0.38
H14 2.952 1.703 -2.583  0.36
H15 2.568 -0.547 1.965  0.23
H16 4.368 -0.242 1.539  0.22
H17 4.270 -2.026 -0.268  0.21
H18 2.597 -2.530 0.149  0.21

Kohn-Sham gap = 9.5 eV
Maximum force = 4.92 eV Å⁻¹
DFT total energy = -501.15273 hartree
Charge = 0
SMILES = C/N=C/C(C)(C)C.N=C=C1CC1
Energy above the lowest of the compared OMol25 structures with the same formula, charge and spin = 116.5 kcal per mole

***

Entry 4:
Formula: C10H18N2O
Source: the OMol25 dataset
Level of theory: ωB97M-V/def2-TZVPD

Each line ends with the natural charge from an NBO analysis.
Geometry (Å):
C1 2.214 -1.468 1.388  -0.45
N1 1.334 -1.523 0.133  -0.37
C2 1.276 -2.928 -0.305  -0.41
C3 0.051 -0.865 0.438  -0.05
C4 -0.469 0.392 0.091  0.17
C5 -1.901 0.631 0.539  0.16
C6 -2.305 0.295 1.808  -0.21
C7 -3.587 0.761 1.815  -0.30
C8 -3.874 1.334 0.610  0.17
O1 -2.828 1.294 -0.153  -0.38
N2 0.178 1.376 -0.828  -0.38
C9 -0.423 1.396 -2.139  -0.41
C10 0.136 2.796 -0.419  -0.45
H1 2.309 -0.517 1.919  0.26
H2 2.036 -2.402 1.903  0.25
H3 3.278 -1.538 1.121  0.26
H4 1.735 -0.970 -0.711  0.44
H5 1.345 -3.514 0.557  0.24
H6 0.414 -3.105 -0.864  0.25
H7 2.021 -3.188 -1.029  0.26
H8 -0.380 -1.429 1.243  0.25
H9 -1.789 -0.443 2.370  0.24
H10 -4.308 1.005 2.552  0.27
H11 -4.778 1.707 0.228  0.24
H12 1.244 1.259 -0.834  0.45
H13 -0.318 0.475 -2.632  0.23
H14 -1.454 1.509 -1.980  0.25
H15 -0.117 2.222 -2.698  0.25
H16 -0.750 3.262 -0.877  0.25
H17 -0.028 3.066 0.612  0.27
H18 1.040 3.313 -0.671  0.26

Kohn-Sham gap = 8.0 eV
Maximum force = 4.20 eV Å⁻¹
DFT total energy = -575.81494 hartree
Charge = +2
SMILES = C[NH+](C)/C=C(/c1ccco1)[NH+](C)C
Energy above the lowest of the compared OMol25 structures with the same formula, charge and spin = 33.3 kcal per mole

***

Entry 5:
Formula: C10H18N2O2
Source: the OMol25 dataset
Level of theory: ωB97M-V/def2-TZVPD

Each line ends with the natural charge from an NBO analysis.
Geometry (Å):
C1 1.924 -0.256 -1.898  -0.61
C2 0.949 0.787 -1.307  0.11
C3 0.083 1.378 -2.342  -0.62
C4 1.630 1.994 -0.712  -0.62
N1 0.221 -0.044 -0.294  -0.48
C5 1.071 -0.533 0.712  -0.03
C6 0.815 -1.569 1.478  -0.21
C7 -0.435 -2.426 1.505  -0.45
C8 -1.708 -1.648 1.754  -0.40
C9 -2.243 -0.785 0.592  -0.44
C10 -1.391 0.470 0.346  0.08
N2 -1.282 1.416 1.443  0.51
O1 -2.024 2.359 1.433  -0.40
O2 -0.438 1.282 2.218  -0.34
H1 1.339 -1.159 -1.973  0.23
H2 2.121 0.064 -2.916  0.21
H3 2.810 -0.481 -1.393  0.22
H4 -0.353 2.282 -2.012  0.21
H5 -0.720 0.767 -2.848  0.22
H6 0.786 1.592 -3.190  0.22
H7 2.463 1.637 -0.070  0.21
H8 2.075 2.597 -1.562  0.22
H9 0.903 2.610 -0.146  0.22
H10 2.009 0.033 0.922  0.19
H11 1.470 -1.774 2.397  0.21
H12 -0.485 -3.112 0.687  0.22
H13 -0.323 -3.124 2.391  0.21
H14 -2.481 -2.343 2.043  0.21
H15 -1.590 -1.079 2.739  0.21
H16 -2.074 -1.216 -0.410  0.24
H17 -3.235 -0.588 0.926  0.23
H18 -1.886 0.870 -0.510  0.23

Kohn-Sham gap = 8.6 eV
Maximum force = 5.39 eV Å⁻¹
DFT total energy = -651.61870 hartree
Charge = 0
SMILES = CC(C)(C)N1C=CCCC[C@H]1[N+](=O)[O-]
Energy above the lowest of the compared OMol25 structures with the same formula, charge and spin = 177.8 kcal per mole

***

Entry 6:
Formula: C10H18N2O3S
Source: the OMol25 dataset
Level of theory: ωB97M-V/def2-TZVPD

Each line ends with the natural charge from an NBO analysis.
Geometry (Å):
C1 2.260 -0.487 0.634  -0.14
C2 1.017 0.253 0.675  0.62
C3 3.350 0.697 0.601  -0.39
C4 3.802 0.447 -0.936  -0.44
C5 3.813 -1.094 -1.059  -0.20
C6 -1.354 -0.075 -0.195  -0.18
C7 -1.628 1.413 -0.472  0.77
C8 -1.771 -0.578 1.235  -0.43
C9 -3.420 -0.365 1.444  -0.55
C10 -4.592 0.046 -1.389  -0.81
H1 2.457 -2.300 0.140  0.38
H2 2.352 -1.000 1.580  0.22
H3 4.198 0.557 1.238  0.21
H4 3.017 1.646 0.839  0.23
H5 4.856 0.839 -1.333  0.22
H6 3.094 0.956 -1.521  0.20
H7 3.785 -1.521 -2.220  0.23
H8 4.765 -1.599 -0.304  0.17
H9 0.768 -0.460 -1.051  0.44
H10 -1.866 -0.723 -1.026  0.27
H11 -1.507 0.134 2.088  0.26
H12 -1.517 -1.678 1.280  0.24
H13 -3.697 -1.068 2.307  0.24
H14 -3.854 0.820 1.472  0.26
H15 -4.415 -0.605 -2.556  0.22
H16 -5.744 0.820 -1.686  0.23
H17 -3.668 0.779 -1.287  0.27
H18 -0.187 1.758 0.817  0.48
N1 2.536 -1.276 -0.420  -0.65
N2 0.122 -0.291 -0.055  -0.60
O1 0.922 0.915 1.661  -0.64
O2 -2.605 2.015 -0.948  -0.56
O3 -0.884 2.222 0.376  -0.68
S1 -4.403 -1.194 0.068  0.12

Kohn-Sham gap = 8.6 eV
Maximum force = 8.82 eV Å⁻¹
DFT total energy = -1124.97937 hartree
Charge = 0
Energy above the lowest of the compared OMol25 structures with the same formula, charge and spin = 205.3 kcal per mole